{
  "formula": "C4H8S",
  "method": "ωB97M-V with the def2-TZVPD basis set",
  "e_homo_ha": -0.3182,
  "relative_energy_kj_mol": 104.83,
  "orbital_gap_ev": 8.56,
  "largest_force_ev_per_a": 3.7,
  "lumo_ev": -0.103,
  "mol_weight_da": 88.18,
  "species": ["C", "C", "C", "C", "S", "H", "H", "H", "H", "H", "H", "H", "H"],
  "xyz": [[2.615, -0.637, 0.030], [1.648, 0.464, -0.342], [0.338, 0.756, 0.353], [-0.697, -0.244, 0.142], [-2.269, -0.146, -0.106], [2.271, -1.636, -0.116], [3.423, -0.436, -0.610], [2.926, -0.640, 1.046], [2.344, 1.339, -0.424], [1.361, 0.446, -1.314], [-0.001, 1.748, 0.187], [0.791, 0.736, 1.389], [-0.242, -1.254, 0.444]],
  "atomic_forces_ev_per_a": [[-1.5, -0.2, 0.0], [1.5, 1.6, 0.3], [2.0, 0.5, 2.2], [1.0, -2.5, 1.9], [-0.2, 0.4, -0.4], [-0.4, -0.8, -0.5], [1.5, -0.3, -0.6], [0.4, 0.5, 1.0], [-1.1, 0.0, 0.9], [-0.4, -1.0, -3.5], [-0.3, 1.0, -0.4], [-1.6, -0.1, -0.1], [-0.8, 0.9, -0.9]]
}

=====

{
  "formula": "C5H8N2",
  "method": "ωB97M-V with the def2-TZVPD basis set",
  "e_homo_ha": [-0.2960, -0.3018],
  "relative_energy_kj_mol": 397.06,
  "orbital_gap_ev": [8.34, 7.27],
  "largest_force_ev_per_a": 1.0,
  "lumo_ev": [0.284, -0.946],
  "mol_weight_da": 96.13,
  "species": ["C", "N", "C", "C", "C", "C", "N", "H", "H", "H", "H", "H", "H", "H", "H"],
  "xyz": [[-2.599, -0.501, -0.268], [-1.349, 0.203, 0.015], [-0.225, -0.432, -0.153], [0.979, 0.267, 0.005], [2.349, -0.344, 0.057], [0.710, 1.624, 0.337], [-0.378, 2.251, 0.166], [-3.093, -0.092, -1.154], [-3.280, -0.376, 0.581], [-2.457, -1.585, -0.431], [-0.198, -1.507, -0.369], [3.105, 0.422, -0.150], [2.425, -1.099, -0.734], [2.585, -0.827, 1.013], [1.427, 1.997, 1.086]],
  "atomic_forces_ev_per_a": [[0.2, -0.1, 0.1], [-0.4, -0.8, -0.1], [0.0, -0.4, 0.0], [-0.3, -0.5, 0.0], [-0.2, 0.1, -0.4], [-0.2, 0.7, 0.7], [0.6, -0.3, 0.1], [0.1, 0.1, 0.1], [0.1, 0.1, -0.2], [0.1, 0.3, 0.0], [-0.1, 0.2, -0.1], [-0.1, -0.2, 0.1], [0.1, 0.0, 0.2], [-0.1, 0.1, -0.1], [0.1, 0.6, -0.4]]
}

=====

{
  "formula": "C4H4Cl2",
  "method": "ωB97M-V with the def2-TZVPD basis set",
  "e_homo_ha": -0.3428,
  "relative_energy_kj_mol": 25.43,
  "orbital_gap_ev": 10.00,
  "largest_force_ev_per_a": 3.0,
  "lumo_ev": 0.675,
  "mol_weight_da": 122.98,
  "species": ["C", "C", "Cl", "C", "C", "Cl", "H", "H", "H", "H"],
  "xyz": [[-0.715, 1.465, 0.131], [-0.857, 0.179, -0.195], [-2.335, -0.390, -0.932], [0.074, -0.870, 0.227], [1.373, -0.927, -0.001], [2.313, 0.142, -0.964], [-1.528, 2.203, -0.092], [0.180, 1.702, 0.589], [-0.395, -1.707, 0.758], [1.890, -1.797, 0.478]],
  "atomic_forces_ev_per_a": [[-2.5, -0.6, -1.5], [-0.4, 0.7, 0.5], [0.1, -0.1, 0.0], [-0.6, -0.1, -0.3], [0.5, -1.5, 0.9], [-0.1, 0.0, 0.2], [1.1, -0.7, 0.3], [1.5, 0.9, 0.9], [0.3, 0.3, -0.1], [0.0, 1.1, -0.8]]
}